# 1
{"formula": "C26H30Cl3N3O2PRe", "method": "ωB97M-V/def2-TZVPD", "species": ["Re", "N", "C", "C", "C", "C", "C", "C", "P", "C", "C", "C", "C", "C", "C", "C", "C", "C", "C", "C", "C", "H", "H", "H", "H", "H", "H", "H", "H", "H", "H", "H", "H", "H", "H", "H", "H", "C", "C", "N", "C", "C", "C", "C", "N", "H", "H", "H", "H", "H", "H", "H", "H", "H", "H", "H", "H", "H", "H", "Cl", "C", "Cl", "Cl", "C", "O", "O"], "positions_angstrom": [[-0.494, -1.092, 0.072], [-0.227, -0.435, 2.118], [-0.734, 0.922, 2.472], [-0.638, 1.343, 3.785], [-1.132, 2.595, 4.127], [-1.708, 3.413, 3.161], [-1.770, 2.995, 1.842], [-1.289, 1.733, 1.495], [-1.219, 1.256, -0.232], [-0.039, 2.327, -1.035], [1.299, 2.303, -0.611], [2.195, 3.227, -1.107], [1.762, 4.186, -2.019], [0.437, 4.225, -2.425], [-0.474, 3.294, -1.944], [-2.777, 1.322, -1.063], [-3.957, 1.592, -0.365], [-5.148, 1.664, -1.065], [-5.167, 1.437, -2.434], [-3.993, 1.137, -3.125], [-2.794, 1.076, -2.444], [0.722, -0.524, 2.476], [-0.784, -1.105, 2.655], [-0.189, 0.707, 4.543], [-1.059, 2.933, 5.154], [-2.101, 4.384, 3.436], [-2.179, 3.653, 1.082], [1.622, 1.591, 0.144], [3.228, 3.220, -0.778], [2.464, 4.913, -2.406], [0.105, 4.988, -3.118], [-1.504, 3.337, -2.265], [-3.952, 1.741, 0.707], [-6.065, 1.890, -0.537], [-6.106, 1.491, -2.972], [-4.017, 0.965, -4.194], [-1.875, 0.864, -2.983], [4.695, -2.756, 2.029], [4.304, -3.129, 0.606], [2.933, -2.642, 0.263], [1.868, -3.616, 0.542], [1.694, -4.563, -0.639], [2.726, -1.482, -0.291], [3.898, -0.680, -0.784], [1.495, -0.923, -0.438], [5.729, -3.051, 2.209], [4.072, -3.269, 2.766], [4.620, -1.678, 2.193], [4.289, -4.209, 0.484], [5.021, -2.742, -0.110], [0.930, -3.094, 0.796], [2.151, -4.166, 1.438], [1.445, -4.018, -1.553], [0.916, -5.296, -0.437], [2.619, -5.114, -0.815], [4.470, -1.251, -1.515], [4.568, -0.422, 0.038], [3.568, 0.243, -1.259], [1.614, -0.070, -0.968], [-2.036, -4.167, 0.114], [-2.737, -2.989, -1.001], [-3.738, -3.690, -2.156], [-1.244, -2.132, -1.882], [-3.363, -1.836, -0.157], [-4.516, -1.618, -0.216], [-2.433, -1.209, 0.593]], "forces_ev_per_angstrom": [[-0.1938, 0.7923, 0.9734], [-0.2803, 0.1061, -0.1670], [0.0832, -0.1329, 0.0245], [0.0167, -0.1046, 0.0741], [-0.0109, 0.0534, -0.0060], [-0.0088, 0.0335, 0.0716], [-0.0237, 0.1096, 0.0094], [0.0596, -0.1747, -0.1214], [0.1431, 0.1160, 0.0413], [0.1200, -0.1773, -0.0016], [-0.0806, 0.0357, 0.1117], [0.0856, -0.0378, 0.0158], [0.0267, 0.0707, -0.0655], [-0.0267, 0.0262, -0.0388], [0.1378, -0.0481, -0.0202], [0.0554, -0.1594, 0.0311], [0.0746, -0.0424, 0.0660], [-0.1197, 0.0037, 0.0040], [0.0006, -0.0067, -0.0604], [-0.0654, -0.0151, -0.0444], [0.0000, 0.0365, -0.0005], [0.1602, 0.0120, -0.0696], [-0.0624, -0.0054, 0.1140], [-0.0596, 0.0555, -0.0555], [-0.0306, -0.0226, -0.0599], [0.0510, -0.0397, -0.0172], [0.0040, -0.0394, 0.0529], [-0.0124, 0.1629, 0.0128], [-0.0575, 0.0129, -0.0051], [-0.0239, -0.0064, 0.0144], [0.0071, -0.0260, 0.0018], [-0.0409, 0.0139, 0.0056], [0.0082, 0.0020, -0.0356], [0.0158, -0.0145, -0.0304], [0.0272, 0.0051, 0.0046], [-0.0221, -0.0004, 0.0398], [-0.0375, 0.0303, 0.0073], [-0.1635, 0.0459, -0.0118], [-0.0154, -0.0057, 0.0407], [0.0659, -0.3725, 0.2392], [0.0335, 0.0015, -0.1554], [-0.0216, 0.1025, -0.0172], [-0.1202, 0.4395, -0.0271], [-0.0269, 0.0857, 0.0143], [-0.0455, -0.3675, -0.0681], [-0.0242, -0.0187, -0.0089], [0.0314, 0.0537, -0.0334], [0.0428, -0.0494, 0.0055], [-0.0153, -0.0370, -0.0430], [-0.0503, 0.0310, -0.0772], [-0.0108, 0.0357, -0.0123], [-0.0257, 0.0364, 0.0947], [-0.0045, -0.0386, 0.0620], [-0.0388, -0.0102, 0.0307], [-0.0432, 0.0227, -0.0204], [-0.0003, -0.0032, -0.0119], [-0.0040, -0.0283, -0.0048], [0.0014, -0.0396, 0.0344], [0.0113, 0.1157, -0.1511], [0.0859, 0.1508, -0.2147], [-0.1861, -0.4798, 0.6444], [-0.1068, 0.0399, -0.2681], [0.1064, -0.2861, -0.8079], [0.7943, 0.1911, -0.0135], [-0.2973, 0.2238, 0.2350], [0.1074, -0.4640, -0.3313]], "charge": 3, "homo_energy_ev": [-17.53, -17.53], "s2": 3.80, "energy_ev": -84974.4487, "orbital_gap_ev": [6.68, 6.24], "multiplicity": 4, "relative_energy_kcal_mol": 7.0}

# 2
{"formula": "C44H121N11O11", "method": "ωB97M-V/def2-TZVPD", "species": ["C", "C", "C", "O", "C", "N", "H", "H", "H", "H", "H", "H", "H", "H", "H", "H", "H", "C", "C", "C", "O", "C", "N", "H", "H", "H", "H", "H", "H", "H", "H", "H", "H", "H", "C", "C", "C", "O", "C", "N", "H", "H", "H", "H", "H", "H", "H", "H", "H", "H", "H", "C", "C", "C", "O", "C", "N", "H", "H", "H", "H", "H", "H", "H", "H", "H", "H", "H", "C", "C", "C", "O", "C", "N", "H", "H", "H", "H", "H", "H", "H", "H", "H", "H", "H", "C", "C", "C", "O", "C", "N", "H", "H", "H", "H", "H", "H", "H", "H", "H", "H", "H", "C", "C", "C", "O", "C", "N", "H", "H", "H", "H", "H", "H", "H", "H", "H", "H", "H", "C", "C", "C", "O", "C", "N", "H", "H", "H", "H", "H", "H", "H", "H", "H", "H", "H", "C", "C", "C", "O", "C", "N", "H", "H", "H", "H", "H", "H", "H", "H", "H", "H", "H", "C", "C", "C", "O", "C", "N", "H", "H", "H", "H", "H", "H", "H", "H", "H", "H", "H", "C", "C", "C", "O", "C", "N", "H", "H", "H", "H", "H", "H", "H", "H", "H", "H", "H"], "positions_angstrom": [[2.413, 6.797, -0.463], [1.921, 5.508, 0.155], [0.440, 5.622, 0.584], [-0.008, 4.515, 1.327], [-1.303, 4.717, 1.876], [2.062, 4.431, -0.869], [2.638, 7.549, 0.305], [1.679, 7.323, -1.080], [3.357, 6.714, -1.000], [2.577, 5.240, 0.987], [-0.184, 5.867, -0.286], [0.371, 6.516, 1.227], [-1.647, 3.791, 2.333], [-1.986, 4.921, 1.044], [-1.269, 5.559, 2.569], [1.694, 3.577, -0.466], [1.427, 4.754, -1.593], [-1.196, 1.899, -0.869], [-0.291, 1.144, 0.089], [0.162, -0.260, -0.330], [-0.904, -1.082, -0.785], [-0.554, -2.402, -1.035], [0.823, 2.012, 0.400], [-0.618, 2.253, -1.728], [-1.672, 2.763, -0.406], [-1.973, 1.253, -1.283], [-0.849, 0.966, 1.021], [0.556, -0.762, 0.564], [0.996, -0.189, -1.041], [0.384, -2.514, -1.595], [-1.305, -2.848, -1.691], [-0.498, -3.081, -0.174], [0.557, 2.949, 0.726], [1.623, 1.773, 0.975], [6.144, 3.811, -0.742], [6.007, 3.064, 0.582], [6.192, 3.949, 1.812], [6.319, 3.229, 3.020], [7.569, 2.602, 3.203], [4.697, 2.449, 0.544], [5.621, 4.771, -0.803], [5.749, 3.171, -1.527], [7.169, 4.106, -0.986], [6.743, 2.258, 0.505], [5.355, 4.644, 1.918], [7.071, 4.605, 1.718], [7.725, 2.479, 4.274], [8.433, 3.152, 2.818], [7.556, 1.616, 2.729], [3.929, 3.113, 0.447], [4.498, 2.053, 1.466], [1.868, -1.632, 3.305], [3.276, -1.106, 3.319], [3.454, 0.263, 3.984], [3.226, 1.240, 2.977], [2.796, 2.480, 3.480], [4.164, -2.090, 3.948], [1.835, -2.596, 2.793], [1.165, -0.948, 2.822], [1.411, -1.822, 4.281], [3.550, -0.972, 2.260], [4.441, 0.420, 4.426], [2.706, 0.336, 4.783], [2.925, 3.267, 2.739], [3.354, 2.725, 4.391], [1.746, 2.350, 3.776], [5.116, -1.782, 3.757], [4.050, -2.931, 3.357], [1.290, 5.803, -4.123], [2.440, 4.820, -4.337], [1.916, 3.372, -4.332], [2.980, 2.435, -4.213], [3.323, 2.123, -2.884], [3.050, 5.108, -5.634], [0.863, 5.716, -3.122], [0.490, 5.607, -4.841], [1.603, 6.843, -4.228], [3.157, 5.024, -3.532], [1.538, 3.227, -5.343], [1.163, 3.200, -3.560], [2.460, 1.865, -2.259], [3.773, 3.004, -2.416], [4.089, 1.351, -2.827], [3.815, 4.440, -5.738], [3.539, 5.998, -5.582], [-3.278, -2.956, 5.081], [-4.567, -2.751, 4.290], [-4.396, -2.085, 2.933], [-3.743, -0.851, 3.119], [-3.290, -0.294, 1.899], [-5.215, -4.060, 4.063], [-3.414, -3.563, 5.975], [-2.863, -1.995, 5.401], [-2.503, -3.431, 4.471], [-5.287, -2.140, 4.844], [-5.339, -1.932, 2.400], [-3.831, -2.876, 2.412], [-2.472, -0.874, 1.464], [-2.940, 0.721, 2.083], [-4.148, -0.229, 1.220], [-5.007, -4.633, 4.870], [-4.846, -4.574, 3.268], [-7.200, -6.195, -0.929], [-6.008, -5.854, -0.051], [-5.645, -4.358, 0.009], [-4.971, -3.938, -1.149], [-4.383, -2.671, -0.987], [-6.121, -6.363, 1.326], [-8.062, -5.619, -0.581], [-7.391, -7.264, -0.846], [-7.016, -5.944, -1.974], [-5.124, -6.324, -0.496], [-4.962, -4.199, 0.851], [-6.576, -3.796, 0.174], [-3.578, -2.633, -0.243], [-5.155, -1.958, -0.677], [-3.913, -2.346, -1.914], [-6.717, -5.710, 1.834], [-6.635, -7.238, 1.330], [-1.469, 3.412, -6.339], [-2.297, 2.151, -6.073], [-1.776, 1.345, -4.884], [-0.480, 0.860, -5.161], [-0.066, -0.056, -4.165], [-3.688, 2.540, -5.882], [-0.597, 3.171, -6.954], [-1.101, 3.882, -5.428], [-1.995, 4.130, -6.971], [-2.228, 1.576, -7.005], [-2.402, 0.447, -4.758], [-1.847, 1.882, -3.931], [-0.367, 0.300, -3.178], [1.011, -0.202, -4.239], [-0.444, -1.079, -4.292], [-3.961, 3.160, -6.631], [-4.358, 1.787, -5.813], [-0.917, 0.431, 4.254], [-1.647, 1.036, 5.475], [-1.045, 2.368, 5.893], [0.265, 2.133, 6.388], [0.972, 3.363, 6.474], [-3.066, 1.142, 5.211], [-0.939, 1.076, 3.367], [-1.321, -0.512, 3.888], [0.143, 0.344, 4.502], [-1.537, 0.342, 6.315], [-1.692, 2.846, 6.634], [-1.014, 3.008, 5.001], [0.996, 3.892, 5.517], [1.989, 3.095, 6.752], [0.542, 4.042, 7.215], [-3.394, 2.013, 4.814], [-3.446, 0.390, 4.644], [1.991, -5.251, 1.027], [3.419, -4.748, 0.875], [3.549, -3.478, 0.075], [3.433, -3.674, -1.328], [3.536, -2.491, -2.050], [3.960, -4.503, 2.239], [1.854, -6.024, 1.788], [1.655, -5.705, 0.092], [1.278, -4.491, 1.352], [4.078, -5.539, 0.495], [4.471, -2.921, 0.276], [2.699, -2.823, 0.313], [3.583, -2.662, -3.124], [4.473, -1.971, -1.793], [2.716, -1.788, -1.845], [4.965, -4.424, 2.070], [3.896, -5.357, 2.783], [-4.101, -6.881, -3.580], [-2.838, -6.005, -3.446], [-3.018, -4.695, -4.215], [-2.997, -5.041, -5.590], [-3.028, -3.905, -6.419], [-2.575, -5.718, -2.049], [-4.229, -6.929, -4.672], [-4.942, -6.387, -3.101], [-3.956, -7.932, -3.336], [-1.990, -6.539, -3.876], [-2.236, -3.963, -3.989], [-3.959, -4.241, -3.872], [-3.981, -3.371, -6.405], [-2.912, -4.275, -7.443], [-2.151, -3.262, -6.295], [-3.348, -5.368, -1.490], [-2.295, -6.503, -1.470]], "forces_ev_per_angstrom": [[0.1362, 1.4498, 0.7660], [-0.3629, -1.1388, -1.0871], [0.9797, 1.5449, 0.8528], [0.0565, -0.0084, 0.0089], [0.1823, -0.0277, -0.8805], [0.1656, 1.1892, 0.7808], [-0.1176, -0.1748, 0.1979], [-0.0629, -0.4422, -0.3143], [-0.1798, -0.4880, -0.2172], [-0.2653, 0.0419, 0.2400], [-0.0665, -0.4693, -0.1416], [-0.1081, -0.0037, 0.0677], [0.2680, 0.0320, 0.2653], [-0.1885, 0.2571, 0.1826], [-0.2385, -0.0753, 0.1474], [-0.0811, -0.3215, -0.5545], [0.0759, -0.6230, -0.3014], [-0.0143, -0.4994, -0.7761], [-0.4667, -0.1822, 1.2701], [0.4564, -0.2240, 0.4432], [-0.2850, 1.1782, -0.0226], [0.1602, -1.2006, -0.9287], [1.1787, 1.1191, -0.2703], [0.1041, 0.0792, 0.0768], [0.0807, -0.0090, 0.1576], [-0.0840, -0.0251, 0.2116], [-0.3750, -0.0569, -0.1284], [0.3219, 0.2276, 0.0742], [-0.1940, -0.0909, -0.3385], [0.1430, 0.2670, 0.1569], [-0.1530, 0.1567, 0.1039], [0.0617, 0.4634, 0.3816], [-0.5619, -0.9392, -0.1383], [-0.4154, -1.1561, 0.0351], [0.5238, 0.8512, -0.1888], [-0.4921, 0.7380, -0.9616], [0.9645, 0.3183, -0.1974], [-0.1794, 0.2851, 0.2070], [-0.1146, -0.4737, 0.0595], [-0.8648, -0.8790, 1.1430], [-0.4488, -0.1997, 0.3293], [0.1251, 0.0118, -0.0804], [0.1320, -0.3815, 0.1088], [0.0604, 0.0147, 0.5611], [-0.2527, -0.2902, -0.0063], [0.1269, -0.1420, -0.2101], [-0.1083, -0.0781, 0.0210], [-0.2165, 0.3049, -0.1850], [0.1807, -0.0760, 0.0268], [0.4166, 0.3532, -0.5355], [0.1615, -0.4136, -0.2611], [-1.0042, -0.1506, 0.2438], [0.8228, 0.1895, -0.1153], [-0.7912, -0.2735, -0.3268], [0.1851, 0.0150, -0.4280], [-0.3434, -0.4952, 0.9791], [-0.0187, -0.2028, -0.5479], [0.0450, 0.0563, -0.2041], [0.2236, 0.0359, -0.2602], [0.4812, 0.1112, 0.2480], [0.0399, 0.2006, 0.0170], [0.1337, -0.1910, -0.0522], [0.0229, 0.2506, 0.0805], [-0.0534, -0.1079, -0.0712], [0.0978, 0.2647, -0.1540], [-0.0643, 0.4755, -0.1063], [0.0175, -0.0161, 0.2407], [0.0663, 0.2205, 0.7018], [-0.3014, -0.1727, -0.0201], [-0.4817, 0.7299, 0.5789], [1.2912, 0.4628, -0.3578], [-0.2678, -0.5468, -0.2793], [0.4281, 1.0096, 0.6035], [0.6884, -0.4039, -0.0990], [-0.0315, -0.0582, -0.0498], [0.0230, 0.0980, -0.0472], [0.1137, -0.0417, -0.1323], [-0.0426, -0.5376, 0.1842], [-0.5040, -0.1856, 0.1415], [-0.1531, 0.0057, -0.0091], [-0.0932, -0.2266, -0.1525], [-0.1199, -0.0110, 0.1854], [-0.2327, -0.2456, -0.4102], [-0.2043, -0.0700, -0.2402], [-0.2308, 0.1102, -0.0137], [0.4538, 1.0082, -0.3086], [-0.8392, -0.6188, 0.1666], [0.3889, -0.7036, 0.7795], [0.3454, -0.3375, -0.3047], [-0.4277, 0.1452, 0.0196], [-0.2857, 0.1108, 0.0695], [-0.2698, -0.0167, -0.0350], [-0.0130, -0.0423, 0.0528], [-0.1182, -0.1049, -0.1114], [0.1992, -0.0546, 0.3082], [-0.1463, -0.1218, 0.1206], [0.5121, 0.7164, -0.6792], [-0.0959, -0.0687, -0.1151], [0.0131, -0.0508, 0.1699], [0.2072, -0.0577, -0.3028], [-0.2469, -0.1608, -0.0126], [0.1755, 0.1806, -0.0390], [0.0828, 0.4728, 0.1933], [1.0702, -0.0838, -0.2859], [-0.2010, -0.5849, 0.4756], [0.0265, -0.3226, -0.5212], [0.0020, 0.5242, 0.1616], [-0.3346, 0.6781, -0.0671], [-0.1761, -0.1978, -0.0784], [-0.1870, 0.0096, -0.1162], [-0.0094, -0.0059, -0.0004], [-0.0143, -0.1545, 0.0344], [-0.2384, -0.0827, 0.2306], [0.1151, 0.3164, -0.0035], [-0.1114, -0.3730, 0.2138], [0.0832, 0.2159, -0.1219], [-0.2970, -0.1493, -0.2092], [0.0657, -0.1263, 0.2092], [0.1024, -0.0662, -0.0545], [0.5350, -0.1926, -0.3550], [0.0548, 0.4023, -0.5677], [-0.5852, -0.9701, -0.6709], [0.2266, 0.1168, 0.2499], [0.3734, -0.2089, -0.1203], [-0.0930, 0.4970, 0.6992], [0.1333, -0.2109, 0.3088], [-0.2332, 0.1328, 0.0303], [-0.3190, 0.0693, 0.3263], [0.3258, -0.5210, 0.2937], [-0.3687, 0.1474, 0.0090], [0.2370, 0.3516, -0.1314], [0.2139, -0.0652, 0.1354], [0.1102, 0.5165, 0.1161], [-0.6204, 0.1582, -0.2034], [-0.1683, -0.0293, 0.0245], [0.2002, -0.2096, -0.1154], [0.7896, 0.6518, 0.1738], [-0.1041, -0.8178, -1.0236], [-0.1597, -0.7080, -0.3039], [-0.3691, 0.8838, -0.3171], [0.2397, -0.4808, 0.1061], [-1.0227, 0.3988, 0.3526], [-0.2099, 0.3847, 0.2179], [-0.0224, -0.1946, 0.5185], [-0.0259, -0.3592, -0.0472], [0.1988, 0.0235, 0.0350], [0.0774, 0.0570, 0.1821], [0.1264, 0.1881, -0.0198], [-0.0420, -0.0814, -0.1316], [0.0408, 0.1839, 0.0971], [-0.0622, -0.0793, 0.1415], [0.3469, 0.0987, 0.0168], [0.3318, 0.0726, 0.1446], [-0.4286, -0.4221, -0.3481], [0.1976, -1.0425, 1.1452], [-0.8734, 1.0235, -0.8634], [0.0969, -1.3478, 0.0850], [0.5503, 1.0367, 0.0435], [0.7113, 0.1961, -0.5502], [0.5758, -0.1296, -0.0226], [-0.1596, 0.2523, -0.0331], [0.2131, 0.3567, -0.3319], [-0.4855, 0.0547, -0.8229], [0.1451, -0.1823, 0.2226], [0.1686, 0.1796, 0.5989], [-0.2086, -0.4455, 0.0935], [-0.0824, 0.0605, 0.0352], [-0.0516, -0.1138, 0.0643], [-0.0507, 0.2682, 0.4100], [-0.3235, -0.0074, -0.0079], [0.9044, 0.2704, -2.0027], [-0.8857, -0.4872, 1.0474], [0.1027, -0.6232, 0.2649], [-0.2703, 0.6618, 0.3616], [0.3330, -0.5960, -1.2718], [0.8878, 0.4342, 1.4632], [-0.7119, 0.0826, 0.1342], [-0.1355, -0.2483, 0.0768], [0.0158, 0.1537, 0.7493], [0.1191, 0.0969, 0.0837], [0.2666, -0.1895, 0.0583], [-0.2324, 0.0475, -0.3966], [0.0767, 0.2059, 0.4271], [-0.1592, -0.0885, 0.0633], [-0.2263, 0.2599, 0.5203], [-0.3680, 0.4286, -0.8859], [0.3946, -0.3390, -0.7000]], "homo_energy_ev": -8.67, "energy_ev": -86497.6806, "orbital_gap_ev": 9.19, "relative_energy_kcal_mol": 35.8, "smiles": "COC[C@H](C)N.COC[C@H](C)N.COC[C@H](C)N.COC[C@H](C)N.COC[C@H](C)N.COC[C@H](C)N.COC[C@H](C)N.COC[C@H](C)N.COC[C@H](C)N.COC[C@H](C)N.COC[C@H](C)N"}